ORCA calculation (ωB97M-V with the def2-TZVPD basis set) on a molecular structure, C12H11CdF6N4O5S4.

## Properties
- Strongest force on any atom: 0.494 eV/Å
- Total charge: -1
- Lowest unoccupied orbital energy: 0.08582 Eh
- Energy above the lowest of the compared OMol25 structures with the same formula, charge and spin: 5.52 kcal per mole
- HOMO level: -5.10 eV

Last column: natural (NBO) charge in e.
Element x y z (Å)
Cd1 -1.34636 -0.45448 -0.84421  1.5104
S1 -3.05075 -1.26886 -2.37985  -0.4350
C1 -1.95226 -1.41009 -3.73842  -0.2885
C2 -2.60208 -1.86328 -4.93734  0.2712
N1 -3.15737 -2.22144 -5.87970  -0.3380
C3 -0.61514 -1.15498 -3.78737  -0.2895
S2 0.44721 -0.62243 -2.49890  -0.4356
C4 0.06881 -1.35212 -5.03568  0.2712
N2 0.65115 -1.49471 -6.01817  -0.3383
F1 1.31145 -3.50824 -0.75849  -0.2982
C5 2.16839 -3.39177 0.24625  0.7256
F2 2.24852 -4.55881 0.88820  -0.3130
F3 3.37378 -3.09309 -0.24309  -0.3125
S3 1.67275 -2.05045 1.40835  2.2568
O1 1.59939 -0.84742 0.61957  -0.9627
O2 2.62076 -2.10352 2.47803  -0.9152
N3 0.24180 -2.62570 1.77948  -1.2396
S4 -0.90663 -1.74358 2.33746  2.2629
O3 -0.78272 -1.27093 3.68159  -0.9094
O4 -1.39509 -0.73296 1.39495  -1.0429
C6 -2.23722 -3.01559 2.33647  0.7290
F4 -3.36122 -2.45110 2.78546  -0.3122
F5 -1.92485 -4.03275 3.13250  -0.3059
F6 -2.44989 -3.47329 1.10609  -0.3034
O5 -1.56099 1.72278 -0.02877  -0.6899
C7 -0.86261 2.71621 -0.14234  0.7390
C8 0.21110 2.85711 -1.17154  -0.5174
C9 1.46792 2.22750 -0.51213  -0.3963
C10 1.79545 2.64142 0.93678  -0.4122
C11 0.79969 2.16110 2.01178  -0.4339
C12 -0.44678 3.04845 2.17025  -0.2207
N4 -0.81875 3.64854 0.86953  -0.6248
H1 0.37893 3.91266 -1.39828  0.2050
H2 -0.03390 2.31794 -2.08523  0.2565
H3 2.32501 2.44877 -1.15081  0.2198
H4 1.34884 1.14163 -0.52519  0.2424
H5 1.94543 3.72711 1.00668  0.1771
H6 2.76340 2.19303 1.16603  0.2306
H7 1.30636 2.09171 2.97657  0.2191
H8 0.49163 1.14411 1.76042  0.2312
H9 -0.26647 3.87547 2.85729  0.1935
H10 -1.28769 2.47172 2.54814  0.2254
H11 -0.17900 4.39433 0.63762  0.3683

ORCA calculation (ωB97M-V with the def2-TZVPD basis set) on a molecular structure, C12H11Cl2I2N4O8STl.

## Properties
- Strongest force on any atom: 2.262 eV/Å
- Total charge: -2
- Lowest unoccupied orbital energy: 0.14228 Eh
- Energy above the lowest of the compared OMol25 structures with the same formula, charge and spin: 0.00 kcal per mole
- HOMO level: -3.41 eV

Last column: natural (NBO) charge in e.
Element x y z (Å)
Tl1 -0.20326 1.69722 -2.35594  0.9096
N1 3.26829 -2.31997 2.17930  -0.8087
C1 2.18954 -1.45143 2.45294  0.1631
C2 1.68992 -0.61640 1.43545  -0.2204
C3 0.67755 0.25232 1.76307  -0.1770
C4 0.06809 0.13820 3.01404  -0.3420
C5 0.45683 -0.74838 3.98849  -0.1598
C6 1.55006 -1.55098 3.71155  -0.2836
S1 -1.21175 1.32179 3.31426  2.3495
O1 -1.95560 0.91067 4.46279  -0.9632
O2 -0.45958 2.54307 3.46962  -0.9563
N2 -2.01210 1.27425 1.91029  -0.9306
C7 -2.26332 0.16712 1.15089  0.5483
N3 -2.45650 0.47409 -0.14480  -0.4983
C8 -2.82567 -0.54326 -0.90766  0.0960
C9 -2.97937 -1.85275 -0.44071  -0.3590
C10 -2.62690 -2.05823 0.88474  0.0889
N4 -2.24339 -1.04589 1.67827  -0.5008
H1 3.91146 -1.98156 1.53037  0.3751
H2 3.70440 -2.69850 3.01655  0.3615
H3 2.10109 -0.58349 0.46074  0.2300
H4 0.19105 0.92131 1.05096  0.2345
H5 -0.03682 -0.79457 4.92020  0.2289
H6 1.89066 -2.29471 4.37279  0.1911
H7 -2.99821 -0.31138 -1.96123  0.2164
H8 -3.16708 -2.68093 -1.10813  0.2223
H9 -2.49032 -3.06596 1.23323  0.1829
O3 -2.96316 -0.83158 -5.83528  -0.8652
Cl1 -1.63115 -0.45397 -5.38786  2.5230
O4 -0.86828 -0.08950 -6.53911  -0.8548
O5 -1.01256 -1.50249 -4.61153  -0.8460
O6 -1.77621 0.77037 -4.53779  -0.9300
Cl2 5.20298 0.42461 -2.31100  -0.0733
C11 4.24142 1.63474 -3.10487  -0.5067
C12 2.71005 1.55466 -2.79071  0.7587
O7 2.25142 0.64438 -2.09374  -0.7496
O8 2.09300 2.57784 -3.28297  -0.8189
H10 4.36021 1.49507 -4.18240  0.2231
H11 4.61255 2.59875 -2.77865  0.2217
I1 -3.28006 3.13389 1.24847  0.2534
I2 -5.70929 4.94156 1.12535  -0.5340

ORCA calculation (ωB97M-V with the def2-TZVPD basis set) on a molecular structure, C12H11Cl3CuF6NO4S2SbSi.

## Properties
- Strongest force on any atom: 0.562 eV/Å
- Total charge: -2
- Lowest unoccupied orbital energy (alpha / beta): 0.15376 / 0.15372 Eh
- Energy above the lowest of the compared OMol25 structures with the same formula, charge and spin: 0.00 kcal per mole
- HOMO level (alpha / beta): -2.92 / -3.06 eV
- Multiplicity: 2

Last column: natural (NBO) charge in e.
Element x y z (Å)
Cu1 -2.54679 1.06301 -0.26217  1.2141
N1 -0.63803 0.48931 -0.44466  -1.2226
S1 0.38011 0.38732 0.76813  1.1924
C1 1.27276 -1.14311 0.41017  -0.1603
C2 1.05907 -2.19266 1.28275  -0.2032
C3 1.54952 -3.45915 0.97818  -0.2030
C4 2.24672 -3.66442 -0.19597  -0.2096
C5 2.46002 -2.60346 -1.07440  -0.2017
C6 1.97399 -1.34735 -0.77476  -0.2315
C7 1.73808 1.51210 0.41078  -0.1186
C8 1.43931 2.69058 -0.25831  -0.2176
C9 2.46146 3.58332 -0.54383  -0.2052
C10 3.76642 3.30631 -0.15673  -0.2236
C11 4.05066 2.13065 0.52322  -0.2302
C12 3.03518 1.22851 0.80946  -0.2493
H1 -0.17330 0.79416 -1.29406  0.3641
H2 0.47067 -2.03688 2.17775  0.2312
H3 1.34722 -4.28514 1.64723  0.2106
H4 2.59698 -4.65650 -0.45263  0.2005
H5 2.98429 -2.76876 -2.00766  0.1996
H6 2.12745 -0.52581 -1.46448  0.2142
H7 0.40853 2.90260 -0.51989  0.2833
H8 2.22940 4.50759 -1.05754  0.2083
H9 4.55996 4.01010 -0.37790  0.1976
H10 5.06609 1.90717 0.82744  0.1999
H11 3.25877 0.30719 1.33156  0.2221
Cl1 -5.95055 -0.34209 0.06338  -0.4425
Si1 -4.87133 1.33659 -0.58731  0.7883
Cl2 -5.66500 1.62914 -2.54397  -0.4805
Cl3 -5.75213 2.91149 0.47768  -0.4338
O1 -2.30344 4.14222 2.06916  -1.0105
S2 -1.89880 2.89486 1.46019  2.5576
O2 -2.73880 1.71348 1.83595  -1.1000
O3 -2.04925 2.98899 -0.08790  -1.0818
O4 -0.48492 2.56695 1.72186  -1.0869
F1 -2.76887 -1.28007 -0.32255  -0.7048
Sb1 -2.49899 -3.15136 -0.67339  3.1896
F2 -0.87321 -2.71007 -1.53788  -0.6935
F3 -3.42315 -2.97259 -2.30860  -0.6859
F4 -2.18011 -4.98373 -1.03083  -0.6986
F5 -4.10133 -3.58963 0.21295  -0.6822
F6 -1.56470 -3.29091 0.96961  -0.6959

ORCA calculation (ωB97M-V with the def2-TZVPD basis set) on a single C12H11ClF2N2O2 molecule.

## Properties
- Strongest force on any atom: 5.333 eV/Å
- Lowest unoccupied orbital energy: -0.00263 Eh
- Energy above the lowest of the compared OMol25 structures with the same formula, charge and spin: 44.94 kcal per mole
- HOMO level: -9.28 eV
- Structure (SMILES): O=C1C=C(N(Cc2ccc(Cl)nc2)CC(F)F)CO1

Last column: natural (NBO) charge in e.
Element x y z (Å)
O1 -1.18393 -4.34616 -2.76471  -0.5583
F1 2.12802 -2.54658 -0.71688  -0.3167
F2 3.26151 -1.63171 0.95144  -0.3673
Cl1 1.54286 5.66790 0.71192  0.0269
N1 0.13983 3.54716 -0.27071  -0.4123
O2 -1.87923 -2.11634 -2.99486  -0.4747
C1 -1.33840 -3.21532 -2.35669  0.7423
C2 -0.73164 -2.83600 -1.09965  -0.3611
C3 -0.91465 -1.49367 -0.95267  0.2214
C4 -0.19047 2.28148 -0.25796  0.0350
C5 0.62823 4.15860 0.86947  0.1983
C6 0.57592 3.39997 2.06251  -0.2631
C7 0.10508 2.10830 2.10334  -0.1616
C8 -0.33879 1.50491 0.84556  -0.0598
N2 -0.18848 -0.74348 -0.01414  -0.4425
C9 -1.62966 -0.97384 -2.19215  -0.1042
C10 -0.96765 0.14042 0.80459  -0.2460
C11 2.15656 -1.46187 0.06316  0.5626
C12 0.95777 -1.22798 0.75724  -0.2977
H1 -0.26590 -3.47067 -0.36160  0.2387
H2 -0.56063 1.76771 -1.11406  0.1820
H3 0.88352 3.94247 2.88460  0.2228
H4 0.07785 1.62572 3.03154  0.2189
H5 -2.43626 -0.48527 -1.81406  0.1908
H6 -0.99414 -0.26878 -2.79992  0.2087
H7 -1.99044 0.28322 0.44406  0.2246
H8 -1.21956 -0.35053 1.79001  0.2034
H9 2.45623 -0.55165 -0.46513  0.1376
H10 0.83204 -2.16505 1.23441  0.2051
H11 1.08441 -0.54295 1.62134  0.2463

ORCA calculation (ωB97M-V with the def2-TZVPD basis set) on a molecular structure, C12H11F2HfN.

## Properties
- Strongest force on any atom: 2.727 eV/Å
- Total charge: +2
- Lowest unoccupied orbital energy: -0.35200 Eh
- Energy above the lowest of the compared OMol25 structures with the same formula, charge and spin: 0.00 kcal per mole
- HOMO level: -15.88 eV

Last column: natural (NBO) charge in e.
Element x y z (Å)
Hf1 0.18386 0.11810 -1.65375  2.3265
C1 0.08047 -0.03193 -4.91874  -0.7854
H1 1.15318 0.15444 -5.03596  0.2406
H2 -0.16640 -1.02812 -5.31765  0.2753
H3 -0.43642 0.71226 -5.58094  0.2932
H4 -0.26030 0.05312 -3.81586  0.0389
H5 -1.37214 0.30670 -2.36063  -0.3063
F1 -0.14733 -4.76420 1.09368  -0.2823
C2 -0.10273 -3.39560 1.16437  0.4507
C3 -0.12694 -2.69396 -0.03370  -0.2363
C4 -0.04923 -1.30777 -0.01507  -0.5251
C5 0.01670 -0.70774 1.27116  -0.1683
C6 0.02852 -1.49394 2.45266  0.4665
F2 0.13123 -0.91617 3.70117  -0.2991
C7 -0.01908 -2.85385 2.43359  -0.2577
C8 0.09491 0.71057 1.34608  0.2563
C9 0.14133 1.49771 2.48580  -0.2094
C10 0.17878 2.87245 2.40022  -0.0366
C11 0.12761 3.40850 1.12299  -0.2268
C12 0.08287 2.63886 -0.01071  0.0598
N1 0.11441 1.29347 0.10724  -0.6790
H6 -0.19958 -3.21822 -0.96701  0.2509
H7 0.01139 -3.43441 3.36654  0.3024
H8 0.16031 1.07674 3.47528  0.2850
H9 0.23863 3.50210 3.29847  0.2772
H10 0.12978 4.47364 1.00624  0.2667
H11 0.00618 3.02724 -1.01546  0.2227

ORCA calculation (ωB97M-V with the def2-TZVPD basis set) on a single C12H11I molecule.

## Properties
- Strongest force on any atom: 5.741 eV/Å
- Lowest unoccupied orbital energy: 0.00884 Eh
- Energy above the lowest of the compared OMol25 structures with the same formula, charge and spin: 47.24 kcal per mole
- HOMO level: -8.35 eV
- Structure (SMILES): I[C@@]1(c2ccccc2)C=CC=CC1

Last column: natural (NBO) charge in e.
Element x y z (Å)
C1 -1.72911 -2.90893 0.02918  -0.1951
C2 -1.97648 -1.87110 0.86504  -0.2232
C3 -0.53780 -3.14314 -0.67809  -0.1978
C4 -0.89503 -1.00053 1.05530  -0.1868
C5 0.32424 -2.17348 -0.61140  -0.2205
C6 0.27531 -1.13798 0.31669  -0.0995
C7 1.23812 3.00767 -0.02860  -0.2269
C8 1.28247 2.36107 1.28532  -0.1904
C9 0.93881 2.39501 -1.15610  -0.1731
C10 1.20423 1.02042 1.45424  -0.2421
C11 0.61713 1.02636 -1.21407  -0.3850
C12 1.16978 0.08535 0.31336  -0.1179
I1 3.17625 -0.57069 -0.01893  0.0935
H1 -2.54788 -3.62604 -0.00995  0.2031
H2 -2.90584 -1.53692 1.20464  0.2185
H3 -0.49713 -4.13198 -1.12872  0.2260
H4 -0.87730 -0.17119 1.76084  0.2118
H5 1.25290 -2.30197 -1.07298  0.2170
H6 1.14698 4.04109 0.05807  0.2075
H7 1.36922 2.99963 2.05940  0.2049
H8 0.93815 2.86260 -2.11990  0.2126
H9 1.20629 0.50410 2.41783  0.2184
H10 -0.38650 0.71193 -1.23727  0.2260
H11 1.07989 0.51494 -2.03975  0.2191

> The highest strongest force on any atom belongs to which entry?

C12H11I

> energy above the lowest of the compared OMol25 structures with the same formula, charge and spin of number 5 (C12H11F2HfN)?

0.00 kcal per mole